[1]
DFT (the ωB97M-V functional and the def2-TZVPD basis) results for a 4-piece molecular cluster, C17H32FN4O4PS overall in a non-equilibrium geometry.

XYZ file:
```
60
Properties=species:S:1:pos:R:3
C 2.58682 -6.62232 1.51541
O 2.66852 -5.30165 2.02946
C 1.45911 -4.78723 2.51644
P 1.77349 -3.60365 3.92800
N 0.88033 -2.16985 3.57332
C -0.40356 -2.25644 4.32008
C 0.63343 -1.78508 2.21096
C 1.65994 -1.98703 1.13311
O -0.42304 -1.24291 1.95236
S 3.85903 -2.87533 3.78961
O 4.05497 -1.77277 2.90495
O 4.22325 -2.73712 5.16668
F 4.69134 -4.08421 3.25190
H 2.28462 -6.60748 0.46297
H 3.58768 -7.05369 1.57337
H 1.90404 -7.24057 2.10554
H 0.84421 -5.57689 2.97088
H 0.85688 -4.33052 1.71995
H -0.88577 -1.28290 4.33519
H -0.18669 -2.55287 5.34868
H -1.07344 -3.00589 3.88765
H 2.41470 -2.73366 1.35355
H 2.12080 -1.03897 0.86265
H 1.11118 -2.33195 0.25218
C 2.63438 3.32059 -0.70336
C 3.05146 2.54006 -1.94321
C 1.86230 1.84653 -2.61901
C 1.21038 0.88714 -1.72834
N 0.69662 0.14783 -1.00846
H 2.23510 2.65672 0.06609
H 3.48877 3.84386 -0.27333
H 1.87062 4.05442 -0.96661
H 3.81078 1.79821 -1.68586
H 3.50173 3.21861 -2.66990
H 2.17984 1.31348 -3.51638
H 1.11848 2.58862 -2.91518
C -2.08422 3.99365 -3.90108
C -2.50216 5.34189 -3.32979
C -1.38853 6.39453 -3.41225
C -0.20665 5.97881 -2.65805
N 0.69972 5.62950 -2.03695
H -1.25328 3.56731 -3.33707
H -2.90702 3.28344 -3.84869
H -1.77791 4.08801 -4.94555
H -2.80722 5.21836 -2.28964
H -3.36947 5.71862 -3.87408
H -1.72598 7.35016 -3.00967
H -1.09162 6.55564 -4.45024
C -2.91331 -1.43318 -0.32246
C -3.97614 -0.82188 0.57905
C -5.07437 -0.08343 -0.19622
C -4.54075 1.02765 -0.98478
N -4.11999 1.90608 -1.60236
H -2.37827 -0.66618 -0.88315
H -2.17489 -1.96466 0.27434
H -3.35411 -2.13544 -1.03509
H -3.50118 -0.13341 1.27989
H -4.45041 -1.60568 1.17314
H -5.82114 0.32205 0.48777
H -5.58340 -0.76696 -0.87841
```

Output
SMILES string	COCP(N(C)C(C)=O)S(=O)(=O)F.CCCC#N.CCCC#N.CCCC#N
energy relative to the best compared isomer or geometry (same formula, charge and spin)	0.0	kJ/mol
calculated total energy	-2026.28857	Ha
E_LUMO	0.5	eV
HOMO level	-9.472	eV

[2]
DFT (the ωB97M-V functional and the def2-TZVPD basis) results for C30H21AuF3N3O6S2 as an isolated structure in a non-equilibrium geometry.

XYZ file:
```
66
Properties=species:S:1:pos:R:3
Au -1.89837 0.17346 -0.05896
F -5.46167 4.15420 -1.02153
C -5.74871 3.72062 0.20899
F -6.36170 4.74655 0.83233
F -6.67740 2.76189 0.08730
C -4.54179 3.25353 0.97209
C -4.17682 3.88710 2.14596
C -3.08118 3.42429 2.86304
C -2.39439 2.32343 2.37971
N -2.74355 1.72480 1.25894
C -3.77617 2.16179 0.52282
S -3.99847 1.25404 -0.90764
H -4.74983 4.73457 2.49535
H -2.77210 3.90331 3.77485
H -1.55015 1.90311 2.90310
C 6.31445 3.14185 -0.58337
C 4.83281 2.93665 -0.50187
C 4.19354 1.95456 -1.25371
C 2.82744 1.74236 -1.13078
C 2.10741 2.52214 -0.24926
C 2.71599 3.52744 0.48191
C 4.07675 3.73426 0.35251
S 0.37110 2.22386 0.08165
O -0.40905 2.28460 -1.12216
O -0.02156 3.09744 1.16378
N 0.22825 0.66250 0.56653
C 0.70051 0.11604 1.68680
C 1.95917 0.37752 2.23618
C 2.43974 -0.36576 3.30898
C 1.67818 -1.34451 3.90475
C 0.37919 -1.61155 3.42801
C -0.49281 -2.54720 4.02341
C -1.76004 -2.71188 3.52531
C -2.15375 -1.94519 2.42226
N -1.36289 -1.06473 1.86674
C -0.11668 -0.88484 2.31772
H 6.77840 2.40646 -1.23528
H 6.75717 3.05958 0.40920
H 6.53796 4.13918 -0.96169
H 4.77313 1.34570 -1.93258
H 2.32458 0.97670 -1.70020
H 2.10883 4.11517 1.14935
H 4.55968 4.51172 0.92650
H 2.58792 1.12517 1.78162
H 3.43456 -0.16433 3.67854
H 2.05121 -1.90095 4.75127
H -0.14543 -3.12306 4.86870
H -2.45105 -3.41807 3.95829
H -3.13767 -2.04615 1.98817
O -0.95125 -3.02193 -0.15507
C -1.10039 -2.48729 -1.24083
O -1.59487 -1.33795 -1.49123
C -0.68816 -3.19811 -2.51639
C -0.56329 -2.45229 -3.68539
C -0.20870 -3.04720 -4.88957
C 0.01446 -4.40491 -4.87557
O 0.35359 -5.23029 -5.90874
C 0.46552 -6.52225 -5.35496
O 0.20529 -6.46044 -3.96979
C -0.08648 -5.15118 -3.69416
C -0.43531 -4.57076 -2.49878
H -0.75759 -1.39327 -3.63319
H -0.11507 -2.47897 -5.79792
H 1.48257 -6.90953 -5.52743
H -0.25793 -7.19769 -5.84007
H -0.51709 -5.13526 -1.58456
```

Output
calculated total energy	-3003.15071	Ha
E_LUMO	-2.6	eV
HOMO level	-7.690	eV

[3]
DFT (the ωB97M-V functional and the def2-TZVPD basis) results for C13H19AsF5FeO3S4Sb as an isolated structure.

XYZ file:
```
47
Properties=species:S:1:pos:R:3
Fe 1.30029 -0.42213 -0.70259
S 3.80225 -3.83657 0.67182
Sb 3.37281 -2.70551 -1.26255
S 0.99846 -2.51644 -1.61141
S 3.66638 -0.34348 -1.13397
C 0.45350 2.78390 0.65909
O 0.54861 2.06885 -0.56036
C 0.93986 2.87023 -1.64953
C 0.64142 2.09061 -2.91045
O 1.27424 0.83700 -2.79296
C 1.26516 0.08715 -3.99637
H -0.28406 3.58857 0.55906
H 1.42588 3.20449 0.93549
H 0.14112 2.07056 1.41517
H 2.00809 3.10705 -1.57965
H 0.36639 3.80643 -1.64665
H 1.04473 2.62653 -3.77991
H -0.44090 1.96897 -3.04602
H 1.70738 0.68245 -4.80296
H 0.24739 -0.20855 -4.26254
H 1.86352 -0.80037 -3.81325
F -5.24384 2.14475 -1.44547
C -4.12227 1.52099 -1.03617
C -3.29437 0.88006 -1.94037
F -3.61746 0.88048 -3.24480
C -2.14337 0.24132 -1.52130
F -1.38866 -0.36635 -2.45353
C -1.72344 0.20187 -0.17401
O -0.64227 -0.35772 0.23494
C -2.60754 0.86941 0.70879
F -2.30034 0.91451 2.02286
C -3.76137 1.50662 0.30075
F -4.53631 2.13170 1.20263
C -0.45968 -1.10284 3.82493
As 0.93143 -1.85175 2.71106
C 0.04454 -3.17319 1.64156
C 2.05694 -2.84688 3.91637
S 2.12143 -0.40286 1.74173
H -0.73308 -1.81797 4.60143
H -1.31499 -0.87085 3.19752
H -0.08807 -0.18311 4.27360
H -0.53706 -3.79362 2.32689
H 0.80196 -3.75609 1.11895
H -0.59399 -2.66279 0.92592
H 1.46559 -3.58539 4.45654
H 2.52241 -2.14956 4.61144
H 2.82132 -3.33045 3.30830
```

Output
energy relative to the best compared isomer or geometry (same formula, charge and spin)	27.5	kJ/mol
net charge	-1
calculated total energy	-6564.39825	Ha
E_LUMO (alpha / beta)	2.6 / 1.4	eV
multiplicity	6
HOMO level (alpha / beta)	-4.077 / -4.590	eV
<S²>	8.7765

[4]
DFT (the ωB97M-V functional and the def2-TZVPD basis) results for C3H8NO3S as an isolated structure in a non-equilibrium geometry.

XYZ file:
```
16
Properties=species:S:1:pos:R:3
C -0.55317 -0.55613 -0.52935
C -1.58604 0.45313 -0.92856
S -4.26564 0.16923 -2.67348
N -0.26217 0.91530 -0.54597
C 1.71175 0.75587 1.38130
O 2.62718 1.02111 0.34612
O 0.88829 1.55138 1.73085
H -0.72132 -1.16171 0.34925
H -0.01651 -1.11789 -1.27900
H -2.28788 0.78014 -0.16008
H -2.25218 0.30165 -1.80142
H 1.92263 -0.17429 1.92509
H -0.31109 1.34528 0.36589
H 1.74105 0.72528 -0.05243
H 1.94551 -2.87879 0.78151
O 1.41959 -2.12956 1.09028
```

Output
energy relative to the best compared isomer or geometry (same formula, charge and spin)	423.8	kJ/mol
net charge	-2
calculated total energy	-797.56158	Ha
E_LUMO (alpha / beta)	5.9 / 5.8	eV
multiplicity	2
HOMO level (alpha / beta)	-0.800 / -0.370	eV
<S²>	0.7537

[5]
DFT (the ωB97M-V functional and the def2-TZVPD basis) results for one molecule with the formula C3H2N2O3 in a non-equilibrium geometry.

XYZ file:
```
10
Properties=species:S:1:pos:R:3
O -0.92352 -1.59166 0.37433
C -0.50854 -0.86918 1.22618
N 0.30585 0.22503 0.97912
C 0.70852 0.69106 -0.25395
O 1.55554 1.53507 -0.37677
C 0.00317 0.18003 -1.45317
N 0.07001 -0.20374 -2.63395
O -1.23170 0.31203 -1.92701
H -0.71089 -0.98589 2.30141
H 0.73156 0.70726 1.76380
```

Output
SMILES string	O=CNC(=O)C1=NO1
energy relative to the best compared isomer or geometry (same formula, charge and spin)	463.6	kJ/mol
calculated total energy	-450.62669	Ha
E_LUMO	-0.6	eV
HOMO level	-9.783	eV

[6]
DFT (the ωB97M-V functional and the def2-TZVPD basis) results for C28H36N5O7Sn as an isolated structure.

XYZ file:
```
77
Properties=species:S:1:pos:R:3
Sn 1.18882 -1.48802 1.53566
N 2.05338 -3.46478 0.19066
C 1.00652 -3.82948 -0.75685
C -0.39636 -3.51909 -0.23937
O -1.35437 -4.00872 -0.84768
N -0.46009 -2.69037 0.80351
C -1.77860 -2.23444 1.19471
C -1.72667 -0.84250 1.82367
O -2.73321 -0.38085 2.34591
O -0.58348 -0.23583 1.76744
H 2.91428 -3.16220 -0.25008
H 2.24798 -4.20676 0.84993
H 1.02528 -4.88070 -1.05116
H 1.13595 -3.24000 -1.66756
H -2.25453 -2.91174 1.90888
H -2.44438 -2.18067 0.32884
C -3.99147 1.87888 -4.92548
C -3.38605 0.68639 -4.23357
C -4.12168 -0.48357 -4.09427
C -3.59239 -1.58310 -3.43535
C -2.30314 -1.53321 -2.93704
C -1.55068 -0.37032 -3.08189
N -0.24460 -0.34278 -2.53208
C 0.91449 -0.34647 -3.26445
C 0.87688 -0.25593 -4.66876
C 2.03616 -0.22373 -5.41566
C 3.28403 -0.28977 -4.80424
C 3.33307 -0.41898 -3.42956
C 2.18314 -0.45555 -2.64394
C 2.37817 -0.67159 -1.17016
O 3.49271 -0.92909 -0.71631
O 1.29868 -0.62453 -0.45167
C -2.09121 0.76030 -3.70493
C -1.31727 2.04734 -3.78137
H -4.96244 1.62585 -5.35037
H -3.35113 2.24343 -5.73182
H -4.13584 2.71177 -4.23272
H -5.12688 -0.52640 -4.49868
H -4.17869 -2.48541 -3.31746
H -1.87031 -2.39069 -2.43289
H -0.12739 -0.57208 -1.55207
H -0.08357 -0.22928 -5.16449
H 1.96258 -0.15285 -6.49482
H 4.19298 -0.26023 -5.39022
H 4.27834 -0.50814 -2.91072
H -0.94227 2.23400 -4.79180
H -0.46173 2.02403 -3.11042
H -1.94781 2.89491 -3.50765
C 3.61427 3.09121 1.23286
C 2.13334 3.50148 1.07193
C 1.38696 2.25420 1.53914
O 2.23228 1.69858 2.54403
C 3.53318 1.74407 1.97367
H 4.16484 3.83022 1.81497
H 4.11718 2.97998 0.27243
H 1.87897 3.76940 0.04655
H 1.89531 4.34999 1.71423
H 1.27289 1.54315 0.71317
H 0.40482 2.42543 1.97356
H 3.65766 0.90771 1.27455
H 4.25863 1.63859 2.77929
N 0.30913 -2.60961 6.10516
C -0.15609 -1.64789 5.65607
N -0.71026 -0.56739 5.13518
C 0.11581 0.55740 4.68460
C 0.16252 1.61127 5.77194
O -1.14900 2.02518 6.13451
C -1.93008 0.94016 6.60006
C -2.05213 -0.15623 5.55207
H -0.35304 0.95331 3.78384
H 1.10855 0.20584 4.41071
H 0.68400 2.50001 5.41791
H 0.68083 1.22188 6.66026
H -2.91082 1.34777 6.84708
H -1.47859 0.52557 7.51426
H -2.57232 0.19873 4.66096
H -2.58403 -1.01709 5.95534
```

Output
energy relative to the best compared isomer or geometry (same formula, charge and spin)	0.0	kJ/mol
net charge	-1
calculated total energy	-2103.53274	Ha
E_LUMO	2.6	eV
HOMO level	-5.433	eV

[7]
DFT (the ωB97M-V functional and the def2-TZVPD basis) results for a 3-piece molecular cluster, C6H20N2O2 overall in a non-equilibrium geometry.

XYZ file:
```
30
Properties=species:S:1:pos:R:3
C -0.80000 3.49016 0.00857
C -0.38548 2.20628 -0.63544
C -0.43818 1.02148 0.35502
C -0.03459 -0.31212 -0.37551
C 0.87886 -0.99427 0.65991
N 0.98131 -2.42773 0.27787
N -1.23575 -1.10939 -0.75041
C -1.81020 -0.74109 -2.06656
H -0.41880 4.37256 -0.56201
H -0.46743 3.67302 1.02767
H -1.87062 3.72161 0.04174
H -1.09861 2.00414 -1.43749
H 0.58596 2.32517 -1.11384
H -1.46483 0.82672 0.69340
H 0.05948 1.14208 1.30725
H 0.40776 -0.10393 -1.35186
H 0.43370 -1.09596 1.62709
H 1.88901 -0.60060 0.71984
H 1.86097 -2.91362 0.40867
H 0.80810 -2.66849 -0.69020
H -1.13754 -2.11144 -0.80950
H -2.88224 -0.91746 -2.02870
H -1.43894 -1.28786 -2.95303
H -1.49876 0.25530 -2.37334
O 3.23625 -0.08995 -0.95774
H 4.18688 -0.00709 -0.78623
H 3.04658 0.64270 -1.57558
O -0.92574 -0.96728 3.31657
H -1.64748 -0.52186 2.83961
H -0.55841 -1.60218 2.71226
```

Output
SMILES string	CCC[C@@H](CN)NC.O.O
energy relative to the best compared isomer or geometry (same formula, charge and spin)	209.6	kJ/mol
calculated total energy	-500.52613	Ha
E_LUMO	0.5	eV
HOMO level	-8.597	eV

[8]
DFT (the ωB97M-V functional and the def2-TZVPD basis) results for C44H66InN8O5 as an isolated structure.

XYZ file:
```
124
Properties=species:S:1:pos:R:3
C 0.35080 -0.89496 3.17304
C 1.47759 -1.00919 2.13417
C 2.16073 0.33490 1.80581
O 2.19957 0.69412 0.44746
C 0.91543 0.75398 -0.21247
In -0.71639 1.95466 0.74737
O -1.44303 3.24751 -0.75098
C -0.09106 3.26377 2.42487
C -0.98002 4.49739 2.56665
O -2.24860 4.19118 3.17941
C -2.39001 0.56787 1.24288
C -3.43055 0.43848 0.11693
C -4.51199 1.51901 0.13328
C -5.08763 1.85034 1.49486
O -5.57793 0.63705 2.11987
C -5.74994 0.74741 3.46449
C -7.14867 1.15174 3.85177
O -4.88090 0.49057 4.25949
H -0.14538 0.07970 3.11936
H -0.42949 -1.64338 3.01647
H 0.74121 -0.99913 4.18997
H 2.24595 -1.67073 2.55177
H 1.12657 -1.49740 1.22422
H 3.21098 0.27695 2.11742
H 1.69623 1.13730 2.40056
H 0.54441 -0.25876 -0.42817
H 1.12425 1.20732 -1.18787
H -2.30429 3.53768 -0.43657
H 0.94904 3.58421 2.30002
H -0.14142 2.68967 3.36241
H -1.22401 4.92492 1.59074
H -0.47775 5.26872 3.17216
H -2.06095 3.97999 4.09976
H -2.83993 0.84541 2.19748
H -1.93071 -0.41490 1.41054
H -3.87672 -0.56437 0.10070
H -2.90759 0.55110 -0.84263
H -5.34766 1.18374 -0.49759
H -4.15293 2.44860 -0.32224
H -4.33380 2.32007 2.13562
H -5.93551 2.53761 1.38692
H -7.45467 2.03930 3.29320
H -7.83387 0.34523 3.58091
H -7.19502 1.32877 4.92486
N -6.88070 0.33060 -4.61617
C -6.79317 -0.67136 -3.68706
C -5.64307 -0.47880 -2.96923
C -5.00818 0.68078 -3.48507
C -5.79455 1.15856 -4.49926
H -7.62846 0.43692 -5.27682
H -7.55471 -1.42855 -3.61792
H -5.29026 -1.09908 -2.16167
H -4.08015 1.10979 -3.14390
H -5.67663 2.01412 -5.14164
N -0.12677 -4.66001 -1.42968
C 0.32528 -3.37036 -1.36547
C 1.61612 -3.35514 -1.82082
C 1.95551 -4.69054 -2.17554
C 0.85986 -5.47229 -1.92219
H -1.04221 -4.96120 -1.15476
H -0.30533 -2.57651 -1.00122
H 2.24612 -2.48378 -1.89108
H 2.89554 -5.03663 -2.57203
H 0.70031 -6.52842 -2.05256
N 4.75943 5.50777 3.33381
C 4.03043 4.91658 4.33154
C 3.57908 3.71269 3.86204
C 4.05289 3.56910 2.52942
C 4.77632 4.69179 2.23283
H 5.20263 6.40395 3.39519
H 3.88924 5.40218 5.28256
H 2.96616 3.01262 4.40516
H 3.86944 2.74103 1.86384
H 5.29431 4.98056 1.33457
N -10.45571 -1.34307 -3.62305
C -10.26121 -0.02988 -3.94835
C -11.04188 0.25108 -5.03856
C -11.73271 -0.94376 -5.38403
C -11.34971 -1.90816 -4.49087
H -10.00671 -1.81821 -2.86209
H -9.58827 0.58786 -3.37824
H -11.11143 1.20571 -5.53270
H -12.42971 -1.07790 -6.19406
H -11.63514 -2.94188 -4.40000
N 4.71305 0.08239 -1.16467
C 5.52276 -0.93134 -0.74786
C 6.69612 -0.85555 -1.45628
C 6.58296 0.25112 -2.33992
C 5.34476 0.80622 -2.13206
H 3.78499 0.26689 -0.80232
H 5.19845 -1.61810 0.01540
H 7.53734 -1.52218 -1.35723
H 7.32045 0.59522 -3.04653
H 4.86305 1.65273 -2.59039
N 3.18866 5.40713 8.22056
C 2.43863 6.40763 8.77809
C 1.12013 6.06292 8.64647
C 1.07332 4.80611 7.98238
C 2.36478 4.42877 7.73408
H 4.18983 5.39269 8.17081
H 2.90397 7.27354 9.21657
H 0.28073 6.64787 8.98297
H 0.19303 4.24761 7.71296
H 2.76798 3.55528 7.25082
N 1.96442 -9.71831 -4.39842
C 1.04179 -8.77606 -4.02986
C 1.19735 -7.69124 -4.85021
C 2.25512 -7.99249 -5.75073
C 2.70837 -9.24799 -5.44596
H 2.08155 -10.61296 -3.96252
H 0.35851 -8.95766 -3.21793
H 0.62427 -6.78064 -4.80649
H 2.64108 -7.35584 -6.52879
H 3.49327 -9.84215 -5.88123
N 10.55917 -2.28958 -2.00388
C 11.10961 -3.07954 -2.97591
C 11.26241 -2.31279 -4.09992
C 10.78129 -1.01005 -3.79268
C 10.35524 -1.02904 -2.49190
H 10.32970 -2.59010 -1.07527
H 11.34164 -4.11341 -2.78712
H 11.66705 -2.64868 -5.03991
H 10.74680 -0.15978 -4.45266
H 9.91999 -0.26033 -1.87632
```

Output
net charge	-1
calculated total energy	-2720.48175	Ha
E_LUMO	2.1	eV
HOMO level	-4.528	eV